Record 1
Below is one molecule with the formula C5H8S, with properties calculated with ωB97M-V with the def2-TZVPD basis set.

The value obtained for the frontier orbital gap is 9.113 eV. Its relative energy (zero: lowest compared OMol25 entry of this formula, charge and spin) is 3.4021 eV. Its spin multiplicity is 1.

XYZ file:
```
14
Properties=species:S:1:pos:R:3:forces:R:3
C -2.1432 -0.1986 0.2048 -5.722 -1.338 -0.412
C -0.9825 0.1578 -0.2249 2.515 -1.433 1.060
C -0.2972 1.4645 -0.2672 0.256 2.126 -3.992
C 0.9505 1.1507 0.5020 -0.638 -4.056 2.225
C 1.6510 -0.1071 -0.1430 -5.796 3.136 -3.221
S 0.2953 -1.2471 -0.0464 -2.178 0.422 -0.966
H -3.2057 0.4868 -0.2201 3.307 -2.146 2.124
H -2.2029 -1.3156 0.6862 -0.638 2.898 -1.580
H -0.9331 2.4284 -0.0316 1.241 -2.246 0.097
H 0.0664 1.6597 -1.3875 -0.725 -0.236 1.976
H 0.5764 0.6669 1.5260 1.176 1.730 -1.576
H 1.7433 1.7774 0.5546 1.684 3.099 0.678
H 1.8766 0.0501 -1.1998 0.535 0.094 0.255
H 2.2826 -0.6047 0.3843 4.982 -2.050 3.331
```
Forces are in eV/Å.

Atom charges from the natural (NBO) analysis, given in e for atoms 1 to 4: number 1, C, carries -0.419; number 2, C, carries -0.112; number 3, C, carries -0.472; number 4, C, carries -0.387



Record 2
Below is C32H29IrN4P2S2 as an isolated structure, with properties calculated with ωB97M-V with the def2-TZVPD basis set.

The value obtained for the frontier orbital gap (alpha / beta) is 7.425 / 4.666 eV. Its relative energy (zero: lowest compared OMol25 entry of this formula, charge and spin) is 0.4343 eV. As for the expectation value of S²: 8.81. The charge is +3. Its spin multiplicity is 6.

XYZ file:
```
70
Properties=species:S:1:pos:R:3:forces:R:3
Ir 0.2658 0.7737 0.7985 -0.373 -0.375 0.415
N -2.0375 -0.8065 -1.0775 -0.009 -0.175 0.015
P -1.5109 -0.7790 0.5574 0.013 0.485 -0.402
C -2.3603 -2.1256 1.3485 0.167 -0.119 0.094
C -1.6659 -3.2979 1.6538 0.017 0.001 -0.011
C -2.3475 -4.3699 2.2080 0.007 0.017 -0.002
C -3.7103 -4.2693 2.4523 -0.023 -0.019 0.011
C -4.4036 -3.1021 2.1494 0.016 -0.012 0.007
C -3.7332 -2.0233 1.6007 -0.018 0.012 -0.031
C -2.0870 0.7712 1.3169 -0.124 -0.020 -0.047
C -2.3859 0.8662 2.6883 -0.028 -0.043 -0.023
C -2.6537 2.1011 3.2509 0.012 0.056 0.000
C -2.5826 3.2596 2.4798 0.002 -0.005 0.030
C -2.2611 3.1885 1.1311 0.070 -0.041 0.029
C -2.0224 1.9503 0.5387 0.038 0.077 -0.038
P -1.0109 -0.5720 -2.3799 0.111 -0.071 -0.003
C -1.3730 -1.7682 -3.5991 -0.061 -0.065 -0.120
C -1.7485 -3.0770 -3.2327 0.008 0.051 0.055
C -2.0172 -4.0056 -4.2131 0.006 -0.007 -0.017
C -1.8814 -3.6566 -5.5569 0.004 -0.006 -0.008
C -1.4790 -2.3762 -5.9275 -0.001 -0.028 0.006
C -1.2124 -1.4322 -4.9586 -0.026 0.051 0.053
C -1.0256 1.1021 -2.9772 -0.009 0.040 0.073
C -2.2412 1.7875 -3.1027 0.008 0.013 -0.010
C -2.2375 3.0707 -3.6172 0.008 0.015 -0.006
C -1.0361 3.6694 -3.9900 -0.015 0.019 0.000
C 0.1676 2.9923 -3.8553 0.004 -0.013 0.006
C 0.1801 1.7038 -3.3429 0.036 -0.015 -0.019
H -2.8667 -1.3614 -1.2752 -0.104 0.063 0.094
H -0.6020 -3.3709 1.4617 0.002 0.002 -0.002
H -1.8189 -5.2814 2.4504 0.008 -0.001 0.002
H -4.2399 -5.1069 2.8864 0.000 -0.001 -0.001
H -5.4645 -3.0348 2.3476 -0.004 0.008 -0.001
H -4.2737 -1.1111 1.3757 0.004 0.010 0.001
H -2.4175 -0.0281 3.2989 -0.015 -0.012 -0.006
H -2.9134 2.1685 4.2988 0.002 -0.008 0.005
H -2.7874 4.2200 2.9332 0.002 0.003 0.006
H -2.2215 4.0875 0.5308 -0.019 0.001 -0.009
H -1.8918 1.8905 -0.5363 -0.008 0.016 -0.011
H -1.8306 -3.3565 -2.1888 0.000 -0.002 0.001
H -2.3274 -5.0058 -3.9447 0.011 -0.002 0.012
H -2.0861 -4.3941 -6.3215 -0.012 0.002 -0.004
H -1.3849 -2.1206 -6.9737 0.019 0.009 0.002
H -0.9106 -0.4323 -5.2420 -0.008 0.013 -0.004
H -3.1764 1.3207 -2.8186 -0.007 -0.025 -0.005
H -3.1697 3.6048 -3.7425 -0.007 -0.005 0.009
H -1.0447 4.6741 -4.3915 0.005 -0.001 -0.011
H 1.0938 3.4651 -4.1513 0.005 -0.001 0.003
H 1.1174 1.1704 -3.2345 -0.016 -0.002 0.004
S 4.0755 2.8473 -1.0357 0.067 0.057 -0.047
C 2.8259 2.0718 -0.4780 -0.261 -0.060 -0.020
N 1.8935 1.4633 -0.0468 0.391 0.033 -0.004
N 2.9661 -0.1977 4.6256 -0.245 -0.023 -0.058
C 2.4967 0.2072 3.4556 0.533 0.346 0.038
S 0.8428 0.3200 3.1952 -0.051 -0.016 -0.123
N 3.4072 0.5511 2.4557 -0.114 -0.255 0.169
C 4.7510 0.7723 2.5104 -0.045 0.127 0.120
C 5.4467 1.1625 3.6934 0.013 0.041 0.000
C 6.7980 1.3520 3.6411 -0.141 -0.004 0.046
C 7.5025 1.1689 2.4292 -0.003 -0.020 -0.075
C 6.8238 0.8279 1.2513 -0.027 -0.003 -0.010
C 5.4692 0.6481 1.2777 0.014 -0.026 -0.075
H 2.3049 -0.4618 5.3417 0.006 -0.009 0.029
H 3.9373 -0.3938 4.8007 0.070 -0.048 -0.055
H 2.9701 0.6163 1.5339 0.090 0.009 -0.085
H 4.9065 1.3996 4.5986 0.005 -0.018 0.006
H 7.3365 1.6747 4.5217 -0.023 0.008 0.017
H 8.5741 1.3178 2.4105 0.013 -0.007 -0.002
H 7.3733 0.7073 0.3284 -0.015 -0.005 -0.013
H 4.9262 0.3724 0.3830 0.027 -0.017 0.003
```
Forces are in eV/Å.

Atom charges from the natural (NBO) analysis, given in e for atoms 1 to 4: number 1, Ir, carries 0.854; number 2, N, carries -1.263; number 3, P, carries 1.166; number 4, C, carries -0.376



Record 3
Below is a 7-piece molecular cluster, C20H52N2O10S6 overall, with properties calculated with ωB97M-V with the def2-TZVPD basis set.

The value obtained for the frontier orbital gap is 8.586 eV. Its spin multiplicity is 1.

XYZ file:
```
90
Properties=species:S:1:pos:R:3:forces:R:3
C 2.5314 -2.1910 5.0180 -0.187 -0.067 0.306
N 2.1812 -1.1352 4.0775 0.084 -0.570 -0.971
C 1.3979 -1.6232 2.9244 -0.303 -0.176 0.450
C -0.1117 -1.3609 3.0580 0.311 0.496 0.752
C -0.4696 -0.2158 4.0369 -0.365 0.709 -0.885
C -1.7546 0.4452 3.5304 3.913 0.805 2.029
O -2.6371 -0.2011 3.1865 -4.270 -2.429 -1.922
O -1.7970 1.8025 3.4543 -0.286 0.981 0.098
C 3.3410 -0.4107 3.6675 -1.802 -2.912 -0.961
O 3.5847 0.6011 4.1543 1.547 4.252 2.116
O 4.0724 -0.9600 2.6826 0.278 -1.122 -0.061
C 5.4619 -1.1479 3.0030 0.770 0.517 -0.943
C 6.3362 0.1009 2.8985 0.444 -0.103 1.083
N 6.6018 0.7677 4.1988 -0.103 0.105 -0.558
H 3.3809 -1.8865 5.6261 0.049 0.058 0.065
H 2.7587 -3.1549 4.5450 0.139 0.095 -0.175
H 1.7008 -2.3672 5.6997 -0.118 -0.010 0.061
H 1.7687 -1.1617 2.0133 0.102 0.060 -0.025
H 1.5317 -2.7021 2.8441 0.106 -0.054 -0.361
H -0.6047 -2.2524 3.4118 -0.171 -0.222 -0.094
H -0.5312 -1.1425 2.0866 -0.048 -0.084 -0.268
H 0.2973 0.5488 4.1191 0.245 -0.212 0.227
H -0.7102 -0.6605 4.9961 0.202 0.204 0.375
H -1.7253 2.2024 4.3307 0.379 -0.039 -0.105
H 5.6205 -1.6361 3.9683 -0.415 0.118 0.213
H 5.8339 -1.8390 2.2510 -0.391 0.024 0.088
H 5.9309 0.8310 2.2036 -0.216 -0.104 -0.151
H 7.3015 -0.2450 2.5193 -0.086 -0.058 -0.373
H 6.4553 0.1345 4.9732 0.077 0.007 -0.001
H 7.5716 1.0532 4.1885 -0.021 0.041 0.360
C 7.3598 -5.3940 0.8196 0.018 -0.070 0.103
S 6.5002 -4.1272 -0.1235 0.004 -0.051 -0.119
O 6.4247 -2.9154 0.7373 0.118 -0.243 -0.172
C 4.8837 -4.9123 -0.0692 -0.093 -0.053 0.063
H 8.3944 -5.0798 0.9427 -0.022 0.055 -0.046
H 6.8925 -5.5064 1.7982 -0.037 0.052 -0.021
H 7.3283 -6.3365 0.2730 -0.001 0.023 -0.030
H 4.5771 -5.0551 0.9673 0.043 0.046 0.010
H 4.9285 -5.8700 -0.5881 0.031 0.018 -0.021
H 4.1741 -4.2587 -0.5725 0.059 0.045 -0.004
C -3.0947 4.5594 -0.5460 -0.038 -0.041 0.045
S -3.3586 5.4873 0.9668 0.034 -0.103 0.028
O -2.9386 6.8926 0.6978 0.029 -0.001 -0.076
C -2.0415 4.7055 1.9071 0.084 0.002 0.016
H -3.7951 4.9291 -1.2917 0.095 -0.055 0.005
H -2.0755 4.7133 -0.9009 -0.009 0.071 0.020
H -3.2765 3.4997 -0.3621 -0.032 0.024 0.058
H -1.0887 4.8488 1.3964 -0.039 0.055 -0.047
H -2.2549 3.6436 2.0184 -0.039 0.010 -0.002
H -2.0006 5.1725 2.8900 -0.056 0.045 -0.030
C -4.0792 8.1262 -3.1235 0.166 0.078 0.068
S -4.8743 6.5451 -3.4328 -0.119 0.168 -0.047
O -3.8021 5.5122 -3.4775 0.018 0.002 -0.122
C -5.3415 6.8974 -5.1328 0.080 0.005 -0.165
H -3.6732 8.1070 -2.1120 -0.052 -0.083 0.016
H -3.2733 8.2779 -3.8428 -0.054 -0.063 -0.061
H -4.8169 8.9246 -3.2057 -0.028 -0.034 0.003
H -4.4498 7.1326 -5.7180 0.040 0.002 0.069
H -6.0395 7.7346 -5.1501 -0.008 -0.012 0.045
H -5.8253 6.0117 -5.5408 -0.003 -0.022 0.079
C -0.1274 5.6416 -6.5481 0.077 -0.011 -0.138
S -1.0460 6.8367 -5.5673 -0.015 -0.122 0.216
O -1.8302 7.6796 -6.5131 0.028 0.020 -0.010
C 0.3890 7.7960 -5.0593 0.109 0.091 -0.090
H -0.8417 4.9566 -7.0003 -0.051 0.035 0.050
H 0.4322 6.1564 -7.3298 -0.034 0.046 0.017
H 0.5497 5.0856 -5.8995 -0.037 0.010 0.035
H 0.9145 8.1704 -5.9385 -0.046 -0.013 -0.024
H 1.0496 7.1693 -4.4601 -0.045 -0.020 0.017
H 0.0398 8.6335 -4.4586 -0.061 -0.037 0.000
C -2.6213 -4.6817 0.1898 0.074 0.122 0.043
S -0.8523 -4.4002 0.2854 -0.122 -0.052 -0.031
O -0.5645 -3.8155 1.6247 0.048 -0.137 -0.137
C -0.8127 -3.0480 -0.9007 0.008 0.116 -0.038
H -2.8794 -5.4717 0.8918 0.057 -0.015 -0.009
H -3.1549 -3.7690 0.4563 0.069 0.024 0.032
H -2.8889 -4.9943 -0.8166 -0.032 -0.026 0.015
H -1.4637 -2.2418 -0.5612 -0.014 -0.045 0.054
H -1.1363 -3.4116 -1.8760 -0.001 -0.030 0.018
H 0.2121 -2.6862 -0.9688 0.009 -0.048 0.044
C -3.5816 -8.5926 -1.5113 0.012 -0.077 0.091
S -4.4919 -7.3226 -2.4027 -0.018 -0.065 -0.100
O -4.7026 -6.1911 -1.4596 -0.054 -0.125 -0.037
C -6.0408 -8.2303 -2.4971 -0.093 -0.068 0.041
H -2.5817 -8.2129 -1.3084 -0.022 0.052 -0.041
H -4.0856 -8.8163 -0.5707 -0.037 0.054 -0.017
H -3.5118 -9.4890 -2.1275 0.002 0.026 -0.027
H -6.3846 -8.4774 -1.4925 0.050 0.044 0.019
H -5.8945 -9.1378 -3.0830 0.029 0.023 -0.018
H -6.7749 -7.5949 -2.9884 0.060 0.047 -0.006
```
Forces are in eV/Å.

Atom charges from the Mulliken analysis, given in e for atoms 1 to 4: number 1, C, carries -1.038; number 2, N, carries 0.487; number 3, C, carries -0.754; number 4, C, carries -0.485



Record 4
Below is a 2-piece molecular cluster, C4H6F2O overall, with properties calculated with ωB97M-V with the def2-TZVPD basis set.

The value obtained for the frontier orbital gap (alpha / beta) is 8.726 / 7.224 eV. Its relative energy (zero: lowest compared OMol25 entry of this formula, charge and spin) is 5.8422 eV. Its spin multiplicity is 1.

XYZ file:
```
13
Properties=species:S:1:pos:R:3:forces:R:3
C -0.3979 0.1286 0.8713 2.309 -0.584 -2.075
C 0.8734 0.2348 0.4113 -2.667 -0.478 -0.172
C -1.0389 0.0586 2.1641 2.966 -0.566 3.101
C 0.9274 -0.4011 -2.2347 3.444 1.186 3.349
O 0.6539 0.4821 -3.1109 -3.463 2.680 -1.522
F -1.3249 -0.0881 -0.1202 -0.330 0.176 -0.262
F 1.8774 0.3267 1.2741 0.648 0.184 0.236
H -1.3947 -0.9014 2.4613 -0.666 -1.035 -0.540
H -0.3324 0.2146 3.0719 -0.790 0.429 -1.770
H -1.8064 0.7416 2.1936 -1.893 1.616 0.358
H 0.4648 -1.3069 -2.1482 -1.633 -2.069 0.313
H 1.8508 -0.2013 -1.6514 -0.371 -0.598 -0.982
H -0.3524 0.7120 -3.1822 2.448 -0.941 -0.033
```
Forces are in eV/Å.

Atom charges from the natural (NBO) analysis, given in e for atoms 1 to 4: number 1, C, carries 0.178; number 2, C, carries 0.208; number 3, C, carries -0.678; number 4, C, carries 0.110



Record 5
Below is a 2-piece molecular cluster, C4H10O6 overall, with properties calculated with ωB97M-V with the def2-TZVPD basis set.

The value obtained for the frontier orbital gap is 10.787 eV. Its relative energy (zero: lowest compared OMol25 entry of this formula, charge and spin) is 7.0463 eV. Its spin multiplicity is 1.

XYZ file:
```
20
Properties=species:S:1:pos:R:3:forces:R:3
C -0.2007 -2.9774 -0.0062 0.009 -0.197 0.710
C -0.2327 -1.7273 -0.8670 0.144 -0.164 -0.447
O -1.0486 -2.0006 -2.0026 0.107 0.400 0.059
C -0.8109 -0.4646 -0.2113 -0.110 -0.173 -0.221
O -0.9173 0.5609 -1.2405 -0.291 0.309 0.268
C -1.9315 1.4928 -1.1433 1.152 0.609 0.013
O -1.7297 2.6445 -1.4542 -0.828 -1.935 0.397
H 0.4948 -2.8599 0.8294 -0.031 0.199 0.010
H -1.1693 -3.2581 0.4299 0.082 0.227 -0.296
H 0.1813 -3.8461 -0.5575 -0.224 0.382 -0.186
H 0.8120 -1.5565 -1.1828 -0.291 0.284 -0.046
H -1.2123 -1.1235 -2.3885 0.011 -0.442 -0.212
H -0.1651 -0.0444 0.5738 -0.366 -0.323 -0.042
H -1.8208 -0.7394 0.1297 0.223 0.286 0.254
H -2.8769 1.0306 -0.7548 0.432 0.550 -0.231
O 3.8501 2.7484 1.9458 -0.957 -0.953 -0.184
O 2.8079 3.6850 2.0834 -1.786 -0.369 0.660
O 1.4428 2.9695 2.0935 2.280 1.407 -0.778
H 3.4543 1.9444 2.3509 0.466 0.508 -0.020
H 1.0725 3.5218 1.3722 -0.022 -0.604 0.292
```
Forces are in eV/Å.

Atom charges from the natural (NBO) analysis, given in e for atoms 1 to 4: number 1, C, carries -0.626; number 2, C, carries 0.070; number 3, O, carries -0.714; number 4, C, carries -0.096



Record 6
Below is one molecule with the formula C5H4N2O, with properties calculated with ωB97M-V with the def2-TZVPD basis set.

The value obtained for the frontier orbital gap is 8.100 eV. Its relative energy (zero: lowest compared OMol25 entry of this formula, charge and spin) is 3.4536 eV. Its spin multiplicity is 1.

XYZ file:
```
12
Properties=species:S:1:pos:R:3:forces:R:3
C 0.9957 -0.6962 -1.9066 -2.483 -2.552 0.566
C 0.5862 -0.4686 -0.6145 0.011 -0.935 -0.962
C 1.2278 -0.7568 0.6700 -1.133 4.841 1.447
N 0.7995 -0.0753 1.7750 2.115 -4.115 -2.671
C -0.5361 0.3359 1.6677 5.075 -1.352 12.802
N -1.1390 0.6330 0.7460 -7.217 2.193 -9.923
C -0.6785 0.2941 -0.5031 -1.744 2.845 -3.797
O -1.2718 0.7954 -1.4966 1.576 -1.804 2.396
H 1.8559 -1.3669 -2.3032 -1.393 1.684 0.966
H -0.0535 -0.6390 -2.4461 2.890 0.564 -0.324
H 2.2331 -1.0500 0.4823 0.920 -0.779 1.127
H -1.0555 0.5385 2.7114 1.383 -0.589 -1.626
```
Forces are in eV/Å.

Atom charges from the natural (NBO) analysis, given in e for atoms 1 to 4: number 1, C, carries -0.239; number 2, C, carries -0.251; number 3, C, carries 0.131; number 4, N, carries -0.422